1.
This record from the Open Molecules 2025 dataset describes one molecule with the formula C3H4IN3S. The level of theory is ωB97M-V with the def2-TZVPD basis set.

Cartesian coordinates (Å):
C1 1.7963 1.9426 -0.0556
C2 0.3663 0.0071 0.2370
C3 -1.3374 -1.3679 -0.7652
N1 1.9190 1.3997 1.0904
N2 1.0984 0.3737 1.2642
N3 -0.3242 -1.1222 0.1562
S1 0.6389 1.3348 -1.1033
I1 -1.4394 -1.4349 2.4218
H1 2.3337 2.9720 -0.2480
H2 -1.7872 -0.3294 -1.1723
H3 -1.0609 -2.0814 -1.5535
H4 -2.2036 -1.6941 -0.2717

The value obtained for the HOMO-LUMO gap (spin up / spin down) is 6.3 / 7.1 eV. The total energy comes out at -976.73911 a.u. As for the total charge: 0. For the lowest unoccupied orbital energy (spin up / spin down), the calculation gives -2.58 / -2.14 eV. As for the highest occupied orbital energy (spin up / spin down): -8.87 / -9.22 eV. As for the structure (SMILES): CN(I)c1nncs1. The relative energy (zero: lowest compared OMol25 entry of this formula, charge and spin) is 1.755 eV.

Löwdin population analysis, charges in e, atoms 1 to 2:
1 C -0.582
2 C -0.646

2.
This record from the Open Molecules 2025 dataset describes C3H4N4O as an isolated structure. The level of theory is ωB97M-V with the def2-TZVPD basis set.

Cartesian coordinates (Å):
C1 -1.5235 -0.1888 0.4494
C2 -0.0523 -0.0712 0.2773
C3 2.3546 0.2279 -0.3283
H1 -2.9707 -0.4615 -0.8742
H2 -1.7671 0.4596 1.2566
H3 -1.9768 -1.2472 0.5489
H4 3.4318 0.3693 -0.2862
N1 0.4068 1.2058 0.3437
N2 1.5995 1.4050 -0.2033
N3 1.9420 -1.0508 -0.2859
N4 0.6724 -1.0838 -0.0453
O1 -2.1167 0.4354 -0.8526

The value obtained for the HOMO-LUMO gap is 8.7 eV. The total energy comes out at -410.80617 a.u. As for the total charge: 0. For the lowest unoccupied orbital energy, the calculation gives -0.94 eV. As for the highest occupied orbital energy: -9.59 eV. The relative energy (zero: lowest compared OMol25 entry of this formula, charge and spin) is 5.364 eV.

Löwdin population analysis, charges in e, atoms 1 to 2:
1 C -0.165
2 C -0.369

3.
This record from the Open Molecules 2025 dataset describes C48H43LaN6O8S2Sb2 as an isolated structure. The level of theory is ωB97M-V with the def2-TZVPD basis set.

Cartesian coordinates (Å):
La1 -0.9695 0.8481 0.1755
S1 0.0802 3.0385 2.1693
C1 -1.1120 3.7097 1.1935
N1 -1.6572 3.1547 0.0963
C2 -2.7190 3.9047 -0.4298
C3 -3.6231 3.5210 -1.4565
C4 -4.7081 4.3572 -1.7925
C5 -4.9380 5.5476 -1.0940
C6 -4.0499 5.9451 -0.0947
C7 -2.9517 5.1309 0.2372
S2 -1.8675 5.2614 1.5642
H1 -3.5034 2.5704 -1.9581
H2 -5.3771 4.0396 -2.5763
H3 -5.7843 6.1715 -1.3130
H4 -4.1929 6.8738 0.4364
C8 1.4215 -3.2064 0.8028
C9 2.9437 -2.8845 0.7004
C10 3.3474 -1.4351 0.4078
Sb1 2.1965 0.0541 1.5553
C11 3.7324 1.5563 1.6978
C12 4.5506 1.8094 0.6178
C13 5.5309 2.8257 0.7278
C14 5.6533 3.5689 1.9006
C15 4.8223 3.2961 3.0025
C16 3.8811 2.2566 2.9020
C17 2.7589 -0.8292 3.4183
C18 1.7883 -1.3424 4.2912
C19 2.2042 -1.9362 5.5082
C20 3.5610 -2.0979 5.7542
C21 4.5194 -1.6156 4.8624
C22 4.1174 -0.9647 3.6809
Sb2 0.2499 -2.1911 -0.6995
C23 1.4423 -2.8249 -2.3353
C24 1.8786 -4.1279 -2.4201
C25 2.8041 -4.4742 -3.4180
C26 3.1564 -3.5418 -4.4085
C27 2.6106 -2.2397 -4.3713
C28 1.7873 -1.8700 -3.2824
C29 -1.1683 -3.7711 -0.8287
C30 -1.8710 -4.1221 0.3267
C31 -2.7668 -5.1920 0.2868
C32 -2.9820 -5.9219 -0.8944
C33 -2.2673 -5.5533 -2.0526
C34 -1.3906 -4.4563 -2.0256
H5 0.9939 -2.8723 1.7480
H6 1.2115 -4.2722 0.6906
H7 3.3389 -3.5304 -0.0794
H8 3.4281 -3.1937 1.6365
H9 3.1832 -1.1637 -0.6367
H10 4.3966 -1.2449 0.6181
H11 4.4720 1.2281 -0.2912
H12 6.1820 2.9663 -0.1189
H13 6.3961 4.3612 1.9625
H14 4.9392 3.8422 3.9382
H15 3.2671 1.9937 3.7569
H16 0.7380 -1.3574 4.0037
H17 1.4302 -2.3108 6.1934
H18 3.9052 -2.6145 6.6574
H19 5.5746 -1.7621 5.0605
H20 4.8684 -0.5874 2.9854
H21 1.5403 -4.8851 -1.7123
H22 3.1961 -5.4980 -3.4333
H23 3.8590 -3.8072 -5.1943
H24 2.7768 -1.5696 -5.1868
H25 1.4345 -0.8401 -3.1979
H26 -1.7063 -3.5968 1.2699
H27 -3.3134 -5.4402 1.1954
H28 -3.6693 -6.7592 -0.9149
H29 -2.3460 -6.1437 -2.9533
H30 -0.9013 -4.1425 -2.9486
O1 -3.7753 -1.7893 5.2400
C35 -4.4762 -0.7681 4.8333
O2 -5.5030 -0.4023 5.4150
C36 -4.0148 0.0289 3.6641
C37 -4.6985 1.1242 3.1227
N2 -3.9385 1.5963 2.1040
N3 -2.7977 0.9114 1.9441
C38 -2.8076 -0.0615 2.8690
C39 -1.6553 -1.0157 2.9164
O3 -1.6817 -1.9553 3.7480
O4 -0.6876 -0.7825 2.1114
H31 -2.9257 -1.9389 4.6540
H32 -5.6708 1.5143 3.4377
H33 -4.2144 2.3639 1.4753
C40 0.0309 1.6851 -4.0711
C41 -1.1391 0.9305 -3.6784
N4 -1.4597 0.4839 -2.4543
C42 -2.6677 -0.1970 -2.5604
C43 -3.0759 -0.1504 -3.9043
N5 -2.0796 0.5398 -4.5548
C44 -4.2151 -0.7063 -4.6776
O5 -5.0754 -1.4753 -4.0752
O6 -4.2810 -0.4144 -5.8639
C45 -3.2789 -0.9398 -1.4057
O7 -4.3079 -1.6246 -1.6300
O8 -2.6440 -0.8420 -0.2995
H34 0.6988 1.7838 -3.1992
H35 -0.2290 2.7035 -4.3851
H36 0.5848 1.2258 -4.8968
H37 -2.0978 0.6652 -5.5705
H38 -4.8492 -1.5653 -3.0717
C46 1.7603 5.2512 -1.8828
C47 2.6029 4.2086 -1.1662
C48 1.9437 2.8985 -1.1022
N6 1.2439 1.9622 -0.9755
H39 2.3261 6.1777 -1.9866
H40 0.8135 5.4392 -1.3509
H41 1.5368 4.9105 -2.8950
H42 2.7983 4.5229 -0.1354
H43 3.5733 4.0588 -1.6557

The value obtained for the HOMO-LUMO gap is 8.1 eV. The total energy comes out at -4094.12137 a.u. As for the total charge: 0. For the lowest unoccupied orbital energy, the calculation gives -0.24 eV. As for the highest occupied orbital energy: -8.31 eV. The relative energy (zero: lowest compared OMol25 entry of this formula, charge and spin) is 0.000 eV.

Löwdin population analysis, charges in e, atoms 1 to 2:
1 La 1.676
2 S 0.506

4.
This record from the Open Molecules 2025 dataset describes a 2-piece molecular cluster, C6H5BrNO2S overall. The level of theory is ωB97M-V with the def2-TZVPD basis set.

Cartesian coordinates (Å):
C1 0.2507 -0.6192 -0.6074
C2 -0.3335 0.9009 1.0984
C3 1.4787 -0.7013 -0.0992
C4 1.0229 0.9122 1.3835
C5 -0.7418 0.1136 0.0355
C6 -2.0883 -0.0414 -0.4707
N1 1.9459 0.0567 0.9308
O1 -3.0817 -1.4095 1.7560
O2 -2.2416 -2.8583 0.0595
S1 -3.1441 -1.7364 0.3026
Br1 -3.2429 1.4470 -0.4377
H1 -0.0621 -1.2181 -1.5094
H2 -1.0299 1.4969 1.7129
H3 2.2347 -1.3044 -0.6121
H4 1.5126 1.4818 2.1078
H5 -1.8886 -0.1627 -2.2705

The value obtained for the HOMO-LUMO gap is 7.3 eV. The total energy comes out at -3409.01155 a.u. As for the total charge: -1. For the lowest unoccupied orbital energy, the calculation gives 3.11 eV. As for the highest occupied orbital energy: -4.23 eV. The relative energy (zero: lowest compared OMol25 entry of this formula, charge and spin) is 2.767 eV.

Löwdin population analysis, charges in e, atoms 1 to 2:
1 C -0.096
2 C -0.039

5.
This record from the Open Molecules 2025 dataset describes C33H40InN6O3S as an isolated structure. The level of theory is ωB97M-V with the def2-TZVPD basis set.

Cartesian coordinates (Å):
C1 -0.5644 0.1339 3.6569
O1 -0.7550 -1.2287 3.3590
C2 0.0848 -2.0809 4.1540
In1 2.2529 -1.5975 4.1607
S1 2.7309 -1.0388 1.6934
C3 1.6198 -2.0051 0.6815
O2 4.0771 -1.3923 1.2162
O3 2.3040 0.3503 1.4392
H1 -0.6685 0.3240 4.7354
H2 -1.3172 0.7119 3.1214
H3 0.4290 0.4759 3.3405
H4 -0.3036 -2.1132 5.1841
H5 -0.0542 -3.0803 3.7341
H6 2.6232 -0.1086 4.9914
H7 3.2374 -2.9435 4.6844
H8 0.6057 -1.8809 1.0662
H9 1.9085 -3.0549 0.6928
H10 1.7183 -1.6109 -0.3318
N1 5.9967 0.8738 5.9364
C4 7.1512 0.5043 6.4859
C5 8.1274 -0.2191 5.8170
C6 7.8932 -0.5778 4.4972
C7 6.7004 -0.1959 3.9091
C8 5.7868 0.5247 4.6686
H11 7.3024 0.7972 7.5205
H12 9.0436 -0.4957 6.3227
H13 8.6256 -1.1492 3.9403
H14 6.4535 -0.4592 2.8886
H15 4.8382 0.8131 4.2309
N2 -2.4456 2.9049 1.6592
C9 -1.6062 3.1356 0.6514
C10 -1.9956 3.1424 -0.6799
C11 -3.3248 2.8893 -0.9796
C12 -4.2062 2.6421 0.0604
C13 -3.7179 2.6618 1.3592
H16 -0.5709 3.3103 0.9239
H17 -1.2680 3.3264 -1.4588
H18 -3.6657 2.8687 -2.0074
H19 -5.2502 2.4291 -0.1266
H20 -4.3772 2.4652 2.1979
N3 -2.1457 -0.0528 -3.7911
C14 -1.8269 0.0607 -2.5012
C15 -0.5450 -0.1320 -2.0057
C16 0.4663 -0.4629 -2.8930
C17 0.1494 -0.5934 -4.2371
C18 -1.1636 -0.3819 -4.6278
H21 -2.6395 0.3216 -1.8337
H22 -0.3360 -0.0148 -0.9496
H23 1.4784 -0.6132 -2.5387
H24 0.9004 -0.8564 -4.9701
H25 -1.4330 -0.4781 -5.6755
N4 -2.0700 7.3721 1.4314
C19 -1.4913 8.5676 1.5141
C20 -0.3870 8.8347 2.3098
C21 0.1485 7.8021 3.0640
C22 -0.4441 6.5531 2.9898
C23 -1.5469 6.3884 2.1621
H26 -1.9330 9.3543 0.9109
H27 0.0406 9.8283 2.3325
H28 1.0121 7.9671 3.6957
H29 -0.0636 5.7125 3.5544
H30 -2.0295 5.4208 2.0898
N5 1.1599 -5.0056 -1.1359
C24 1.1286 -6.2851 -0.7769
C25 0.1776 -7.1846 -1.2390
C26 -0.7933 -6.7273 -2.1157
C27 -0.7728 -5.3940 -2.4927
C28 0.2232 -4.5766 -1.9766
H31 1.8976 -6.6043 -0.0817
H32 0.1987 -8.2154 -0.9113
H33 -1.5557 -7.3968 -2.4940
H34 -1.5145 -4.9874 -3.1674
H35 0.2659 -3.5254 -2.2440
N6 -5.1638 -0.7987 -7.0946
C29 -5.7276 -1.6565 -7.9408
C30 -5.2299 -2.9259 -8.1962
C31 -4.0805 -3.3275 -7.5341
C32 -3.4830 -2.4441 -6.6509
C33 -4.0577 -1.1936 -6.4639
H36 -6.6265 -1.3115 -8.4414
H37 -5.7347 -3.5794 -8.8951
H38 -3.6600 -4.3110 -7.7021
H39 -2.5879 -2.7141 -6.1059
H40 -3.6238 -0.4853 -5.7671

The value obtained for the HOMO-LUMO gap is 6.8 eV. The total energy comes out at -2423.98376 a.u. As for the total charge: -1. For the lowest unoccupied orbital energy, the calculation gives 2.00 eV. As for the highest occupied orbital energy: -4.81 eV.

Löwdin population analysis, charges in e, atoms 1 to 2:
1 C -0.164
2 O -0.314

6.
This record from the Open Molecules 2025 dataset describes C47H41IrN3O3P2S2SbSe2 as an isolated structure. The level of theory is ωB97M-V with the def2-TZVPD basis set.

Cartesian coordinates (Å):
Ir1 -0.5413 1.0391 -1.6725
Se1 6.1849 0.2033 -2.3816
P1 4.9048 0.1181 -0.6977
C1 4.8850 1.7130 0.1843
C2 4.1965 2.7318 -0.4675
C3 4.1713 4.0025 0.0755
C4 4.8539 4.2652 1.2533
C5 5.5536 3.2536 1.8917
C6 5.5713 1.9741 1.3631
C7 5.4647 -1.2021 0.4271
C8 4.6932 -2.3331 0.6629
C9 5.1650 -3.3277 1.5034
C10 6.4055 -3.2005 2.1060
C11 7.1973 -2.0946 1.8316
C12 6.7380 -1.1058 0.9809
C13 3.2210 -0.1800 -1.2049
C14 1.9601 -0.2063 -0.6085
N1 1.0799 -0.3854 -1.6327
N2 1.7674 -0.4320 -2.7555
N3 3.0260 -0.3148 -2.5294
P2 1.2920 -0.2584 1.0475
Se2 -0.7573 0.3096 1.0239
C15 2.2477 0.7352 2.2383
C16 1.7430 1.9748 2.6191
C17 2.3617 2.6877 3.6307
C18 3.4674 2.1601 4.2760
C19 3.9929 0.9458 3.8666
C20 3.3952 0.2345 2.8431
C21 1.4325 -2.0251 1.4868
C22 1.7548 -2.4893 2.7548
C23 1.8182 -3.8534 2.9844
C24 1.5429 -4.7488 1.9648
C25 1.1912 -4.2848 0.7090
C26 1.1301 -2.9266 0.4681
H1 3.6640 2.5237 -1.3867
H2 3.6142 4.7769 -0.4294
H3 4.8400 5.2589 1.6760
H4 6.0866 3.4575 2.8095
H5 6.1079 1.1869 1.8723
H6 3.7320 -2.4437 0.1806
H7 4.5556 -4.2008 1.6867
H8 6.7650 -3.9712 2.7735
H9 8.1772 -2.0041 2.2768
H10 7.3720 -0.2696 0.7176
H11 0.8605 2.3712 2.1339
H12 1.9693 3.6493 3.9243
H13 3.9239 2.6946 5.0960
H14 4.8726 0.5449 4.3453
H15 3.8153 -0.7085 2.5232
H16 1.9550 -1.7938 3.5580
H17 2.0953 -4.2151 3.9635
H18 1.6005 -5.8103 2.1524
H19 0.9793 -4.9771 -0.0905
H20 0.8489 -2.5600 -0.5103
C27 -4.6239 -1.9364 -4.3015
C28 -5.6395 -1.2591 -3.4372
C29 -7.0001 -1.4827 -3.6228
C30 -7.9471 -0.8710 -2.8219
C31 -7.5439 -0.0035 -1.8219
C32 -6.1932 0.2348 -1.6368
C33 -5.2456 -0.3942 -2.4259
Sb1 -3.1486 -0.0093 -1.9169
C34 -3.6068 1.9833 -1.2377
C35 -3.3410 2.4195 0.0482
C36 -3.4491 3.7589 0.3746
C37 -3.8241 4.6674 -0.5965
C38 -4.1031 4.2303 -1.8799
C39 -3.9860 2.8921 -2.2302
C40 -4.2513 2.4664 -3.6440
C41 -3.1403 -1.7021 -0.5201
C42 -2.5095 -2.8013 -1.0947
C43 -2.4453 -4.0152 -0.4366
C44 -3.0051 -4.1319 0.8233
C45 -3.6105 -3.0361 1.4082
C46 -3.6927 -1.8100 0.7510
C47 -4.3104 -0.6412 1.4503
H21 -5.0864 -2.3714 -5.1843
H22 -4.1335 -2.7276 -3.7335
H23 -3.8638 -1.2176 -4.6118
H24 -7.3246 -2.1449 -4.4140
H25 -8.9995 -1.0594 -2.9797
H26 -8.2713 0.4922 -1.1967
H27 -5.8755 0.9439 -0.8842
H28 -3.0132 1.7170 0.8058
H29 -3.2114 4.0852 1.3756
H30 -3.8825 5.7198 -0.3621
H31 -4.3885 4.9427 -2.6416
H32 -4.4156 3.3376 -4.2745
H33 -5.1396 1.8320 -3.6921
H34 -3.3949 1.9132 -4.0442
H35 -2.0500 -2.6944 -2.0709
H36 -1.9723 -4.8651 -0.9061
H37 -2.9733 -5.0759 1.3478
H38 -4.0368 -3.1245 2.3983
H39 -5.1391 -0.9518 2.0827
H40 -4.6604 0.0899 0.7253
H41 -3.5521 -0.1719 2.0845
O1 0.6987 4.7295 -2.2752
S1 0.3199 3.3792 -2.0093
O2 1.4298 2.4383 -1.7898
O3 -0.6667 3.2065 -0.9185
S2 -0.7238 2.5265 -3.5740

The value obtained for the HOMO-LUMO gap is 5.0 eV. The total energy comes out at -8832.04737 a.u. As for the total charge: 0. For the lowest unoccupied orbital energy, the calculation gives -2.22 eV. As for the highest occupied orbital energy: -7.24 eV. The relative energy (zero: lowest compared OMol25 entry of this formula, charge and spin) is 4.232 eV.

Löwdin population analysis, charges in e, atoms 1 to 2:
1 Ir 0.724
2 Se 0.270

Q: What is the total charge in the first record?
A: 0

Q: What is the formula in the third record?
A: C48H43LaN6O8S2Sb2

Q: What is the total charge in the fourth record?
A: -1

Q: Which value of total charge does entry 5 give?
A: -1